# 1
71
Properties=species:S:1:pos:R:3:forces:R:3 method="wB97M-V/def2-TZVPD" charge=+1 e_above_lowest_kcal_mol=77.4 homo_energy_ev="-9.270 / -9.269" homo_lumo_gap_ev="4.91 / 4.89" e_tot_ha=-2967.49609
Ta -0.1791 -0.6003 -1.2441 1.93 0.09 3.77
Te 3.5133 -3.7118 -2.9785 -0.03 0.01 0.24
Te 2.1791 0.2506 -1.2633 2.64 1.15 -0.20
Te 1.4774 -2.1282 -2.4369 0.24 -1.61 -2.11
Te 4.7859 0.5238 -1.6173 -0.15 -0.19 0.15
O -1.1411 0.2279 -2.8135 -1.19 0.99 0.53
O 0.0436 1.2602 0.3965 -1.18 -0.66 -0.36
O -1.2499 -3.3568 1.8694 0.08 -0.08 0.05
N 2.2971 -1.8787 1.3614 0.01 0.12 0.47
N 1.9524 3.4744 2.2895 -0.15 -0.12 -0.18
N -2.3080 -0.0589 -0.8251 -0.15 0.15 -2.25
N 3.7925 -3.3642 2.1080 -0.15 0.23 -0.10
N -0.5174 2.7472 -1.8545 0.07 -0.11 -0.30
N -0.6512 -1.7995 0.3259 -0.90 -0.08 -0.30
N -1.1489 -0.0225 2.5742 -0.04 0.06 0.16
N 2.2209 1.6969 0.9300 -0.63 0.01 -0.13
N 4.1258 2.7354 1.7567 -0.17 -0.05 -0.20
C 3.6185 -2.4624 3.1416 0.16 -0.24 -0.03
C 0.8889 1.8930 1.0192 0.66 0.12 -0.15
C 4.1858 -2.3797 4.4104 -0.02 0.03 -0.01
C 2.8484 -0.3809 4.7377 0.12 -0.06 0.00
C -0.8648 -2.2339 1.6473 0.13 0.03 -0.54
C 0.5967 3.0765 1.9270 0.11 0.05 0.12
C -1.2246 0.7784 3.6381 0.02 -0.18 -0.01
C -0.7212 -1.2605 2.7800 -0.13 -0.14 -0.01
C -1.4337 4.9394 -1.5975 0.10 -0.04 -0.02
C 2.9855 -2.9465 1.0870 0.23 -0.22 0.00
C 2.8024 2.6502 1.6628 0.47 0.26 0.30
C -3.1083 -3.1648 -2.8069 0.16 -0.45 0.02
C -1.4965 -2.4066 -0.6672 -0.88 0.43 0.41
C -2.3876 -1.4737 -1.2897 0.11 0.25 0.18
C 2.3170 4.6362 3.0747 0.06 -0.06 0.05
C -2.2597 -4.1048 -2.1713 -0.34 0.10 -0.35
C -2.7042 4.4155 -1.4586 -0.05 0.00 0.01
C 2.2806 -0.4880 3.4852 0.24 0.08 -0.12
C -0.4014 -0.9083 5.1095 -0.11 -0.01 0.05
C -2.8652 3.0374 -1.4976 -0.09 -0.16 0.12
C -1.8550 0.7639 -1.8259 -0.37 -0.53 0.00
C -0.3388 -1.7556 4.0215 -0.13 -0.05 0.00
C -1.7410 2.2547 -1.6977 -0.79 -0.02 0.03
C -1.4711 -3.7466 -1.1177 0.21 0.39 0.23
C 3.7929 -1.3162 5.1975 -0.07 0.04 -0.04
C -3.1789 -1.8676 -2.3874 0.23 0.20 0.40
C 2.6795 -1.5452 2.6639 0.00 0.18 -0.08
C -0.8675 0.3850 4.9189 0.00 0.01 -0.01
C -0.3693 4.0606 -1.7949 -0.06 0.09 0.04
H -3.8391 2.5798 -1.3851 0.01 0.00 0.02
H -0.1044 -1.2510 6.0919 0.00 0.00 -0.01
H 2.8304 4.3463 3.9929 -0.02 0.00 0.02
H 2.9599 5.3081 2.5028 -0.03 0.03 -0.02
H -3.5618 5.0618 -1.3295 0.01 0.00 0.02
H -3.8125 -1.1445 -2.8814 -0.02 0.01 0.00
H 1.5359 0.2219 3.1506 0.01 0.00 -0.02
H -1.2616 6.0065 -1.5684 0.01 0.00 -0.02
H 4.5826 3.5098 2.2038 -0.02 0.00 0.04
H 0.0649 3.8592 1.3819 0.01 0.00 -0.05
H -0.9696 1.0720 5.7484 0.02 0.01 0.00
H -2.2169 -5.1180 -2.5477 -0.06 0.00 0.02
H -3.6971 -3.4758 -3.6597 -0.01 -0.04 0.03
H -0.8044 -4.4463 -0.6347 -0.01 0.00 0.06
H 1.4129 5.1751 3.3433 0.00 0.01 0.00
H 4.2165 -1.2002 6.1862 -0.01 -0.01 0.01
H 0.6426 4.4294 -1.9236 -0.01 0.03 0.00
H 4.4495 -4.1228 2.0634 -0.02 -0.02 0.02
H 0.0077 2.7815 2.7971 0.10 0.03 -0.10
H -0.0106 -2.7816 4.1112 -0.01 0.00 0.00
H 2.9719 -3.4723 0.1422 -0.01 -0.02 0.01
H 4.6618 2.1379 1.1367 -0.01 0.00 0.06
H 4.8996 -3.1120 4.7639 0.02 0.02 0.00
H 2.5483 0.4287 5.3915 0.01 0.00 0.01
H -1.6109 1.7760 3.4539 -0.12 -0.06 0.05

---

# 2
22
Properties=species:S:1:pos:R:3:forces:R:3 method="wB97M-V/def2-TZVPD" charge=-1 multiplicity=2 e_above_lowest_kcal_mol=12.9 s_squared=0.750 homo_energy_ev="1.306 / -5.820" homo_lumo_gap_ev="2.45 / 9.46" e_tot_ha=-366.56998
O -0.3346 -1.2269 3.7752 0.95 -0.25 -0.27
O -1.5870 -1.2072 1.3477 0.22 0.23 -0.31
N -0.0071 0.2297 -0.6075 0.25 0.29 0.32
C 1.2987 -0.3980 -0.3164 0.28 0.12 -0.97
C -1.4937 1.2147 -2.3358 -0.18 -0.56 -0.61
C -0.1056 0.6919 -1.9866 0.33 0.69 -1.23
C 1.9452 0.0566 0.9747 0.19 0.83 -0.26
H 0.2665 -0.0697 -2.6760 -0.45 -0.27 0.13
H 0.5773 1.5310 -2.2150 0.26 -0.17 0.56
H -1.5187 2.0033 -3.0966 0.52 0.14 0.20
H 1.1728 -1.4809 -0.3657 -0.11 -0.16 0.44
H -1.0430 -0.8230 0.6080 -0.47 -0.06 0.04
H -1.9463 1.6030 -1.4313 -0.43 -0.01 0.06
H -0.8968 -0.9828 4.4909 -0.66 0.32 0.65
H 1.9992 1.1475 1.0924 -0.60 0.03 -0.37
H -1.7710 -2.1205 1.0988 0.10 0.09 -0.05
H -0.8086 -1.0255 2.9520 -0.23 -0.20 -0.25
H 3.0239 -0.1259 0.9090 -0.18 -0.88 0.57
H 1.9889 -0.2463 -1.1595 -0.07 0.47 0.15
H 1.3949 -0.3081 1.8394 0.51 -0.34 0.24
H -0.0557 1.0961 -0.0768 0.00 -0.17 0.34
H -2.0991 0.4411 -2.8209 -0.23 -0.14 0.63